<i>
The following is a quantum chemistry calculation of 3 unconnected molecules or ions with the total composition C4H15NO2, from the Open Molecules 2025 dataset.

Atoms and positions in Å:
C (0.0664, 0.6201, -1.2160)
C (0.3670, -0.8531, -0.8278)
C (1.5171, -0.9044, 0.2135)
C (-0.8492, -1.6024, -0.2941)
N (-2.0153, -1.5597, -1.1874)
H (-0.3124, 1.1114, -0.3171)
H (-0.7595, 0.7998, -1.9102)
H (0.9508, 1.0828, -1.6500)
H (0.7326, -1.3913, -1.7072)
H (1.7785, -1.9439, 0.4085)
H (2.3568, -0.2711, -0.0705)
H (1.1518, -0.5136, 1.1615)
H (-1.2349, -1.1565, 0.6249)
H (-0.5998, -2.6278, -0.0052)
H (-1.7027, -1.5234, -2.1491)
H (-2.6026, -0.7607, -1.0111)
O (1.0105, 2.6557, 1.4453)
H (1.9227, 2.6892, 1.0984)
H (0.4850, 3.2003, 0.8136)
O (-0.9849, 0.7139, 1.9737)
H (-1.0960, 1.0224, 2.8832)
H (-0.1820, 1.2125, 1.7230)

Values from the calculation:
SMILES string = CC(C)CN.O.O
LUMO level = 0.4056 eV
gap between HOMO and LUMO = 9.177 eV



<ii>
The following is a quantum chemistry calculation of 3 unconnected molecules or ions with the total composition C4H15NO2, from the Open Molecules 2025 dataset.

Atoms and positions in Å:
C (-2.2231, -0.0839, -0.4892)
C (-1.2743, -1.1535, 0.0950)
C (-0.0068, -1.5137, -0.8046)
C (1.2255, -0.6880, -0.8472)
N (1.7514, -0.1958, 0.4554)
H (-2.9620, 0.1052, 0.3129)
H (-1.6430, 0.8450, -0.7070)
H (-2.7084, -0.4019, -1.4401)
H (-1.6333, -2.1091, 0.3567)
H (-0.9376, -0.7372, 1.0552)
H (-0.3495, -1.3192, -1.8335)
H (0.2063, -2.6045, -0.7854)
H (2.0681, -1.1694, -1.3945)
H (0.9640, 0.2016, -1.4487)
H (2.3036, -0.9890, 0.8057)
H (2.5041, 0.3982, 0.1049)
O (0.1740, 0.8264, 2.5391)
H (0.6902, 1.6531, 2.8488)
H (0.4536, 0.6380, 1.5858)
O (0.6834, 2.6071, -0.1124)
H (0.3895, 3.0240, 0.7286)
H (0.3242, 2.6664, -1.0255)

Values from the calculation:
SMILES string = CCCCN.O.O
LUMO level = 0.6120 eV
gap between HOMO and LUMO = 10.337 eV



In order of decreasing stability: <i>, <ii>.



<i>
The following is a quantum chemistry calculation of C3H8N2O2 in the gas phase, from the Open Molecules 2025 dataset.

Atoms and positions in Å:
N (-0.1044, 1.5909, 0.6465)
C (-0.1737, 0.3876, -0.1426)
C (-0.9056, -0.7841, 0.8260)
O (-1.1028, -1.9757, 0.1256)
C (1.1188, -0.3093, -0.5677)
N (1.6216, 0.6974, -1.4645)
O (0.9661, 1.3218, -2.2909)
H (0.0159, 2.3946, 0.0395)
H (0.6618, 1.5553, 1.3106)
H (-0.9029, 0.5035, -0.9470)
H (-1.8393, -0.3128, 1.1435)
H (-0.2591, -0.9459, 1.6962)
H (-1.8493, -2.4585, 0.4951)
H (1.8385, -0.4342, 0.2461)
H (0.9146, -1.2306, -1.1163)

Values from the calculation:
SMILES string = N[C@H](CO)CN=O
LUMO level (alpha / beta) = 0.0707 / 0.0768 eV
gap between HOMO and LUMO (alpha / beta) = 8.478 / 8.462 eV



<ii>
The following is a quantum chemistry calculation of a molecular structure, C3H8N2O2, from the Open Molecules 2025 dataset.

Atoms and positions in Å:
N (0.5730, 1.0426, 0.0513)
C (1.5431, 1.7410, -0.4049)
N (2.8382, 1.8426, 0.0121)
H (0.6104, 0.5994, 0.9719)
H (-0.3229, 0.5438, -0.5587)
H (1.3150, 2.2982, -1.3286)
H (3.3781, 2.5300, -0.4942)
H (3.2764, 1.0997, 0.5380)
O (-0.4651, -1.0453, 1.2083)
C (-1.2591, -1.0782, 0.2235)
O (-1.3185, -0.2568, -0.7528)
C (-2.3512, -2.1214, 0.1355)
H (-3.3722, -1.7243, 0.2657)
H (-2.2859, -2.6413, -0.8396)
H (-2.1593, -2.8301, 0.9727)

Values from the calculation:
LUMO level = 0.3650 eV
gap between HOMO and LUMO = 9.369 eV



In order of decreasing stability: <ii>, <i>.



<i>
The following is a quantum chemistry calculation of C3H8N2O2 in the gas phase, from the Open Molecules 2025 dataset.

Atoms and positions in Å:
C (-0.5371, -1.6938, -0.4507)
C (-0.2683, -0.1800, -0.8876)
C (0.6225, 0.5099, 0.0394)
N (0.5240, 1.9377, -0.1971)
N (0.1771, 0.2846, 1.4379)
O (0.8016, -0.4563, 2.1707)
O (-0.8253, 0.8745, 1.7118)
H (0.2499, -2.3366, -0.6854)
H (-0.7310, -1.8627, 0.5613)
H (-1.4918, -1.9249, -1.0429)
H (-1.2313, 0.2267, -1.0706)
H (0.2102, -0.2822, -1.8880)
H (1.6631, 0.1121, -0.0219)
H (1.2767, 2.5278, 0.2164)
H (-0.4404, 2.2631, 0.1067)

Values from the calculation:
SMILES string = CC[C@@H](N)[N+](=O)[O-]
LUMO level = 0.4810 eV
gap between HOMO and LUMO = 10.478 eV



<ii>
The following is a quantum chemistry calculation of C3H8N2O2 in the gas phase, from the Open Molecules 2025 dataset.

Atoms and positions in Å:
N (1.7247, -0.0233, -1.0451)
C (0.4336, 0.4718, -0.6558)
O (0.2052, 1.5804, -1.4554)
N (-0.5804, -0.5612, -0.7891)
C (-1.2910, -0.6841, 0.4775)
C (-0.3022, -0.0848, 1.4750)
O (0.3639, 0.9000, 0.7100)
H (2.3028, 0.7672, -1.3132)
H (2.1650, -0.4713, -0.2473)
H (-0.7355, 1.7858, -1.3787)
H (-0.1455, -1.4210, -1.0987)
H (-1.5583, -1.7229, 0.6898)
H (-2.2168, -0.0952, 0.4533)
H (0.4049, -0.8457, 1.8442)
H (-0.7707, 0.4043, 2.3335)

Values from the calculation:
SMILES string = N[C@@]1(O)NCCO1
LUMO level = 0.8958 eV
gap between HOMO and LUMO = 10.307 eV



In order of decreasing stability: <ii>, <i>.



<i>
The following is a quantum chemistry calculation of 2 unconnected molecules or ions with the total composition C3H8N2O2, from the Open Molecules 2025 dataset.

Atoms and positions in Å:
O (0.3108, 1.8050, -1.1930)
C (-0.0198, 0.7876, -0.6658)
N (0.2284, -0.5475, -1.1128)
C (-1.0284, -1.1945, -0.7421)
C (-1.3588, -0.5696, 0.6110)
O (-0.8194, 0.7513, 0.4584)
H (1.0055, -0.9380, -0.5770)
H (-0.9579, -2.2797, -0.7597)
H (-1.7651, -0.8663, -1.4818)
H (-0.8782, -1.0970, 1.4456)
H (-2.4271, -0.4739, 0.8127)
N (2.0980, 1.2023, 1.0177)
H (1.8744, 2.0406, 0.4912)
H (2.5295, 0.5552, 0.3664)
H (1.2082, 0.8246, 1.3291)

Values from the calculation:
SMILES string = O=C1NCCO1.N
LUMO level = 0.6069 eV
gap between HOMO and LUMO = 10.546 eV



<ii>
The following is a quantum chemistry calculation of C3H8N2O2 in the gas phase, from the Open Molecules 2025 dataset.

Atoms and positions in Å:
N (2.3124, 1.0890, -0.5173)
C (0.9579, 0.8599, -0.4411)
O (0.1496, 1.7855, -0.3997)
N (0.5693, -0.4472, -0.4432)
C (-0.8424, -0.8019, -0.5090)
C (-1.5303, -0.7758, 0.8520)
O (-1.5546, 0.4902, 1.4587)
H (2.5680, 2.0369, -0.2851)
H (2.9583, 0.3785, -0.2097)
H (1.2590, -1.1727, -0.5442)
H (-0.9158, -1.8079, -0.9356)
H (-1.3406, -0.1066, -1.1935)
H (-1.0236, -1.4982, 1.5125)
H (-2.5635, -1.1287, 0.7166)
H (-1.0038, 1.0990, 0.9386)

Values from the calculation:
SMILES string = NC(=O)NCCO
LUMO level = 0.6453 eV
gap between HOMO and LUMO = 10.424 eV



<iii>
The following is a quantum chemistry calculation of C3H8N2O2 in the gas phase, from the Open Molecules 2025 dataset.

Atoms and positions in Å:
C (-0.7889, -1.3596, 0.2016)
C (-0.0538, -0.1050, -0.1201)
N (-0.6938, 1.0133, -0.5489)
N (-1.8778, 1.4567, 0.0573)
C (1.3239, 0.0683, -0.2938)
O (2.0898, -1.0494, -0.6211)
O (1.9850, 0.9316, 0.5976)
H (-1.6730, -1.4866, -0.4261)
H (-1.1069, -1.3579, 1.2479)
H (-0.1257, -2.2066, 0.0400)
H (0.2402, 1.6198, -0.7065)
H (-2.0876, 1.0040, 0.9451)
H (-2.6495, 1.2951, -0.5804)
H (2.7274, -1.2019, 0.0905)
H (2.6906, 1.3782, 0.1167)

Values from the calculation:
SMILES string = CC(NN)=C(O)O
LUMO level = 0.5922 eV
gap between HOMO and LUMO = 7.626 eV



In order of decreasing stability: <ii>, <i>, <iii>.



<i>
The following is a quantum chemistry calculation of C3H8N2O2 in the gas phase, from the Open Molecules 2025 dataset.

Atoms and positions in Å:
C (0.0704, -2.4805, 0.9163)
C (1.0431, -1.5336, 0.1885)
N (0.2316, -0.7028, -0.7679)
N (0.0285, 0.4922, -0.3817)
O (0.3953, 1.0803, 0.6397)
O (-0.7154, 1.4547, -1.1910)
C (-0.8969, 3.0313, -0.8182)
H (-0.6749, -1.9267, 1.5072)
H (-0.4936, -3.2250, 0.2793)
H (0.5068, -3.1377, 1.5689)
H (1.4956, -0.7375, 0.8915)
H (1.7828, -2.0705, -0.3220)
H (0.1315, 3.4652, -0.8505)
H (-1.4904, 3.2603, -1.7664)
H (-1.4145, 3.0301, 0.1062)

Values from the calculation:
SMILES string = CC/N=[N+](\[O-])OC
LUMO level = 0.9246 eV
gap between HOMO and LUMO = 10.711 eV



<ii>
The following is a quantum chemistry calculation of a molecular structure, C3H8N2O2, from the Open Molecules 2025 dataset.

Atoms and positions in Å:
C (-1.7640, 2.2119, 1.1594)
N (-2.7209, 2.5257, 0.2274)
C (2.2017, -3.3471, -1.7782)
O (3.1045, -3.1871, -2.9389)
O (1.3311, -4.1013, -1.5662)
C (-0.4936, 1.2593, 0.6935)
N (0.1600, 0.4967, 1.6332)
H (-1.5122, 3.2876, 0.9570)
H (-2.2146, 2.1364, 2.1478)
H (-3.6532, 2.1366, 0.4012)
H (2.4291, -2.5214, -1.0812)
H (0.1038, 1.8402, -0.0039)
H (-1.0788, 0.3595, 0.4734)
H (0.9247, 0.9453, 2.1489)
H (3.1825, -4.0424, -2.4736)

Values from the calculation:
LUMO level = -2.0224 eV
gap between HOMO and LUMO = 6.455 eV



<iii>
The following is a quantum chemistry calculation of 3 unconnected molecules or ions with the total composition C3H8N2O2, from the Open Molecules 2025 dataset.

Atoms and positions in Å:
C (-0.2621, -0.4607, -1.4753)
C (0.6257, 0.2709, -2.3267)
N (1.4870, 1.1620, -1.4366)
C (0.9892, 0.8283, -0.1714)
N (0.0706, -0.2258, -0.1662)
H (-0.8273, -1.3853, -1.9064)
H (0.6813, 0.2526, -3.3825)
H (2.0781, 1.9413, -1.8321)
H (1.3155, 1.2599, 0.7066)
O (-2.4447, -0.3838, 1.2561)
H (-3.2060, -0.8530, 1.5383)
H (-1.7663, -0.7781, 0.6598)
O (0.3035, -0.7872, 3.0069)
H (-0.6352, -1.0000, 3.0441)
H (0.4691, -0.4543, 2.1277)

Values from the calculation:
SMILES string = c1c[nH]cn1.O.O
LUMO level = 0.6705 eV
gap between HOMO and LUMO = 9.809 eV



In order of decreasing stability: <iii>, <i>, <ii>.



<i>
The following is a quantum chemistry calculation of a molecular structure, C3H8N2O2, from the Open Molecules 2025 dataset.

Atoms and positions in Å:
C (0.5394, -0.1792, 0.1322)
C (1.2962, -1.4805, -0.1050)
C (-1.6365, 0.8872, -0.2846)
N (-2.1344, -0.1928, 0.1483)
O (0.6842, 0.1434, 1.4946)
O (1.0477, 0.8533, -0.6930)
N (-1.6308, 2.0122, -0.7343)
H (-0.0148, 0.7821, 1.7005)
H (1.9743, 0.9998, -0.4518)
H (-3.0802, -0.2195, 0.5245)
H (-0.7167, -0.6508, -0.0533)
H (-0.8450, 2.4246, -1.2128)
H (1.2965, -1.7380, -1.1628)
H (2.3368, -1.3474, 0.2088)
H (0.8834, -2.2945, 0.4886)

Values from the calculation:
LUMO level = 0.2267 eV
gap between HOMO and LUMO = 9.150 eV



<ii>
The following is a quantum chemistry calculation of 2 unconnected molecules or ions with the total composition C3H8N2O2, from the Open Molecules 2025 dataset.

Atoms and positions in Å:
C (1.5720, 0.1299, -0.9608)
C (0.9926, 0.2708, 1.3864)
N (0.7280, 0.6833, 0.0463)
N (-1.6879, 0.9306, 0.0233)
C (-1.6616, -0.3280, -0.2655)
O (-2.8271, -0.9872, -0.5826)
O (-0.5910, -1.0108, -0.2991)
H (-2.5919, -1.9072, -0.7609)
H (-2.5826, 1.3911, -0.1081)
H (1.0993, 0.2405, -1.9352)
H (1.7942, 0.9529, 1.7194)
H (2.4395, 0.8141, -0.9649)
H (1.8894, -0.9025, -0.7974)
H (0.1215, 0.4929, 1.9996)
H (1.3056, -0.7702, 1.4994)

Values from the calculation:
LUMO level (alpha / beta) = -1.8069 / -1.8078 eV
gap between HOMO and LUMO (alpha / beta) = 6.827 / 6.825 eV



<iii>
The following is a quantum chemistry calculation of C3H8N2O2 in the gas phase, from the Open Molecules 2025 dataset.

Atoms and positions in Å:
H (-2.3747, 0.7937, 1.5017)
N (-1.7676, 0.0588, 1.2068)
C (-1.0753, 0.4098, 0.1524)
N (-1.3126, 1.3548, -0.7528)
C (0.0325, -0.5998, -0.4756)
O (0.2492, -1.5787, 0.6076)
C (1.4514, -0.1264, -0.7851)
O (2.2315, 0.4811, 0.2204)
H (-2.2527, 1.8886, -0.9969)
H (-0.3031, 1.3775, -1.4854)
H (-0.3242, -1.0601, -1.3709)
H (-0.6650, -1.7547, 1.1322)
H (1.3948, 0.6800, -1.6076)
H (1.9813, -1.0406, -1.3835)
H (1.8080, -0.0999, 1.0573)

Values from the calculation:
SMILES string = [H]/N=C(\N)[C@H](O)CO
LUMO level = 0.5178 eV
gap between HOMO and LUMO = 9.973 eV



In order of decreasing stability: <iii>, <i>, <ii>.